The following is a DFT calculation (ωB97M-V with the def2-TZVPD basis set) of a structure of composition C28H53ClF6MoOP2Si2 in a non-equilibrium geometry.

XYZ file:
```
94
Properties=species:S:1:pos:R:3:forces:R:3:mulliken_spin:R:1
Mo -0.2019 0.1327 -0.3391 0.9 -0.6 1.5 1.7503
C -1.2143 1.2495 -1.9874 0.3 -0.7 -0.4 0.0922
C 0.1708 1.1121 -2.3303 -0.7 0.2 -0.4 -0.1257
C 0.4249 -0.3229 -2.4116 0.0 0.9 0.2 0.0116
Si 1.3039 2.6060 -2.4365 -0.1 -0.3 0.8 -0.0085
C -0.7869 -1.0095 -2.1349 -0.5 -0.2 0.3 0.0430
C -1.8351 -0.0411 -1.8655 -0.3 0.8 -0.4 -0.1572
Si -3.6175 -0.2127 -1.2965 0.7 0.3 0.7 -0.0069
H -1.6729 2.1799 -1.6871 -0.1 0.1 -0.2 0.0649
H 1.3682 -0.7821 -2.6588 0.0 0.0 -0.1 0.0315
H -0.9149 -2.0898 -2.1432 0.1 0.3 -0.1 0.0397
Cl 1.9408 -2.0447 2.8517 0.6 -0.9 0.5 0.0022
C -4.5796 1.3737 -1.5151 0.0 0.0 -0.3 0.0010
C -4.4518 -1.6008 -2.2034 -0.3 -0.1 -0.2 0.0030
C 0.3977 4.2020 -2.7213 -0.3 0.0 -0.1 -0.0004
C 2.5286 2.3711 -3.8188 0.2 0.0 -0.2 0.0037
H -4.6736 -1.2462 -3.2181 0.0 -0.1 0.1 0.0000
H -5.4036 -1.8693 -1.7302 0.1 0.0 -0.1 0.0003
H -3.8389 -2.5019 -2.2920 -0.1 0.1 0.0 -0.0004
H -4.1348 2.2156 -0.9678 -0.1 -0.2 -0.1 -0.0015
H -5.6074 1.2250 -1.1563 0.2 0.1 0.0 0.0001
H -4.6261 1.6300 -2.5816 -0.1 0.1 0.2 -0.0002
H 2.0008 2.5477 -4.7659 0.1 0.0 0.1 0.0000
H 2.9664 1.3702 -3.8656 0.0 0.1 0.0 -0.0003
H 3.3394 3.1064 -3.7525 -0.1 -0.1 0.0 0.0005
H -0.3309 4.0863 -3.5322 0.1 0.1 0.1 0.0002
H 1.1167 4.9750 -3.0216 -0.1 -0.1 0.1 0.0003
H -0.1253 4.5330 -1.8158 0.1 0.0 -0.3 0.0003
C -3.4502 -0.4909 0.5731 -0.6 -0.4 -0.3 0.0304
C 2.0415 2.6760 -0.6926 0.5 0.3 -0.6 0.0370
P -1.9150 -1.4048 0.9543 -0.1 0.3 0.0 0.0547
H -4.3419 -1.0287 0.9189 0.1 0.1 0.2 -0.0010
H -3.4169 0.4742 1.1059 0.1 -0.3 -0.3 -0.0065
P 2.3023 1.0133 0.0165 -0.2 0.4 0.0 0.0954
H 1.3854 3.2295 -0.0020 0.0 -0.3 -0.3 -0.0083
H 2.9817 3.2369 -0.7673 -0.1 0.0 0.3 0.0010
C 3.1827 1.3849 1.6055 0.4 -0.1 0.0 -0.0896
C 3.6694 0.3414 -1.0895 -0.3 0.2 0.0 0.0052
C -2.2988 -3.1155 0.2744 0.0 0.3 -0.1 -0.0061
C -2.0024 -1.6398 2.7894 0.1 -0.3 0.0 -0.1056
C -1.0382 -0.6771 3.4654 0.5 0.2 0.1 0.0808
H -1.6455 -2.6711 2.9438 -0.1 0.1 0.1 -0.0018
C -3.4026 -1.5018 3.3818 -0.2 -0.1 0.2 0.0024
H -3.7729 -0.4733 3.2875 0.1 -0.2 0.0 0.0009
H -3.3460 -1.7358 4.4524 0.0 0.1 -0.2 0.0009
H -4.1403 -2.1745 2.9338 0.1 0.2 0.1 -0.0012
H -0.0140 -1.0581 3.3684 -0.6 0.4 0.1 -0.0321
H -1.2624 -0.5960 4.5384 0.0 0.1 -0.2 0.0010
H -1.0514 0.3245 3.0027 -0.1 -0.3 0.3 0.0448
H -2.4387 -2.9463 -0.8055 0.0 -0.1 0.3 0.0036
C -3.5827 -3.7234 0.8512 0.0 -0.2 -0.1 -0.0025
C -1.1429 -4.1029 0.4555 0.0 -0.2 -0.2 0.0090
H -4.4801 -3.1277 0.6497 0.2 -0.1 0.1 -0.0007
H -3.4918 -3.8847 1.9333 0.0 0.0 -0.3 0.0007
H -3.7405 -4.7064 0.3852 0.0 0.2 0.1 -0.0001
H -0.2695 -3.8433 -0.1535 -0.2 0.0 0.1 0.0021
H -1.4614 -5.1044 0.1287 0.0 0.2 0.1 0.0002
H -0.8386 -4.1841 1.5094 0.0 0.0 -0.3 0.0024
H 3.2078 0.3125 -2.0898 0.2 0.0 0.3 0.0060
C 4.1095 -1.0786 -0.7241 0.1 -0.1 -0.2 0.0054
C 4.9062 1.2474 -1.1367 0.2 -0.1 -0.2 -0.0015
H 4.7048 2.2586 -1.5081 0.0 -0.2 0.2 -0.0005
H 5.6384 0.7973 -1.8221 -0.1 0.1 0.1 0.0000
H 5.3814 1.3129 -0.1486 -0.1 0.0 -0.3 0.0001
H 3.3369 -1.8260 -0.9344 0.2 0.2 0.0 0.0004
H 4.4056 -1.1486 0.3327 -0.1 -0.1 -0.2 0.0028
H 4.9836 -1.3556 -1.3324 -0.2 0.1 0.2 0.0003
C 2.2402 1.2595 2.7851 -0.4 -0.2 0.4 0.1189
C 3.8311 2.7699 1.6479 0.2 0.3 0.0 0.0010
H 3.9680 0.6125 1.6706 -0.1 0.2 0.1 -0.0098
H 3.0637 3.5572 1.6433 0.2 -0.2 0.0 0.0013
H 4.5281 2.9670 0.8265 -0.2 0.0 0.2 -0.0006
H 4.3943 2.8656 2.5871 -0.1 0.0 -0.2 0.0009
H 1.3344 1.8700 2.6285 0.4 -0.3 0.2 -0.0003
H 2.7531 1.5611 3.7101 -0.1 0.0 -0.2 0.0001
H 1.9292 0.2171 2.9011 0.0 0.6 0.0 -0.0133
C 1.8711 -2.6890 1.2167 -0.1 0.2 -0.6 0.2713
H 2.4324 -3.6313 1.1502 -0.2 0.4 0.0 0.0030
H 2.2970 -1.9131 0.5678 -0.3 -0.6 0.3 -0.1074
H 0.8149 -2.8274 0.9653 0.6 0.0 0.1 -0.1110
C -2.7210 2.9211 2.1626 -0.6 0.0 0.0 0.0033
C -1.2186 3.1125 2.2711 0.5 0.4 0.3 -0.0046
O -0.5128 2.0743 1.8297 0.4 -0.6 -1.0 -0.0316
C -0.8603 4.4338 1.4652 -0.2 -0.2 0.1 0.0012
F -1.5667 5.5175 1.8906 0.7 -0.4 -0.3 0.0001
F 0.4647 4.7467 1.4939 -1.0 -0.1 -0.1 0.0002
F -1.1910 4.2635 0.1427 0.2 0.1 0.8 0.0012
C -0.8794 3.3717 3.8164 -0.2 -0.1 -0.3 0.0031
F -1.7227 4.2936 4.3733 0.7 -0.4 -0.1 -0.0002
F -1.0379 2.2219 4.5328 0.1 0.9 -0.5 -0.0004
F 0.3982 3.7928 4.0141 -0.9 -0.2 0.0 -0.0001
H -2.9678 2.7021 1.1192 0.1 0.2 0.1 -0.0012
H -3.2705 3.8042 2.5039 -0.1 -0.3 -0.1 -0.0003
H -3.0208 2.0406 2.7435 0.1 0.2 0.1 0.0015
```
Forces are in eV/Å.

- <S²> = 2.013
- 2S+1 = 3
- total charge = 0
- HOMO-LUMO gap (alpha / beta) (eV) = 7.62 / 6.66
- F_max (eV/Å) = 1.84

=====

The following is a DFT calculation (ωB97M-V with the def2-TZVPD basis set) of a structure of composition C28H53NNiO5SSe2Si.

XYZ file:
```
92
Properties=species:S:1:pos:R:3:forces:R:3:mulliken_spin:R:1
Ni 0.7381 1.1207 -0.1846 0.0 0.0 0.0 1.6325
C 3.7637 2.7117 -1.0629 0.0 0.0 0.0 0.0018
Se 2.9405 2.2339 0.6256 0.0 0.1 0.0 0.0598
C 2.9250 3.9801 1.5200 0.0 0.0 0.0 0.0101
C 2.7058 5.2071 0.6618 0.0 0.0 0.0 -0.0016
Se 0.9825 5.1821 -0.2473 0.0 0.0 0.0 0.0054
C 1.0136 7.0639 -0.7342 0.0 0.0 0.0 -0.0001
H 4.7690 3.0915 -0.8993 0.0 0.0 0.0 -0.0006
H 3.1422 3.4333 -1.5879 0.0 0.0 0.0 0.0007
H 3.8041 1.7831 -1.6282 0.0 0.0 0.0 -0.0009
H 3.8819 4.0664 2.0345 0.0 0.0 0.0 0.0023
H 2.1462 3.8844 2.2777 0.0 0.0 0.0 -0.0003
H 3.4886 5.3070 -0.0899 0.0 0.0 0.0 -0.0002
H 2.7338 6.0937 1.2972 0.0 0.0 0.0 0.0000
H 1.8756 7.2710 -1.3642 0.0 0.0 0.0 0.0000
H 1.0374 7.6900 0.1548 0.0 0.0 0.0 -0.0001
H 0.1053 7.2679 -1.2960 0.0 0.0 0.0 0.0002
C -0.4770 2.1843 -1.3505 0.0 0.0 -0.1 0.1376
C -1.5859 1.3421 -1.8918 0.0 0.0 0.0 -0.0627
C -2.4250 0.6178 -1.0369 0.0 0.0 0.0 0.0860
C -3.5167 -0.0903 -1.5128 0.0 0.0 0.0 -0.0163
C -3.7898 -0.1188 -2.8735 0.0 0.0 0.0 0.0259
C -2.9386 0.5461 -3.7452 0.0 0.0 0.0 -0.0130
C -1.8538 1.2627 -3.2606 0.0 0.0 0.0 0.0295
H -0.8900 2.9982 -0.7462 0.0 0.0 0.0 -0.0237
H 0.0889 2.6458 -2.1627 0.0 0.0 0.0 0.0067
H -2.2058 0.6060 0.0247 0.0 0.0 0.0 -0.0053
H -4.1453 -0.6387 -0.8206 0.0 0.0 0.0 -0.0001
H -4.6380 -0.6748 -3.2520 0.0 0.0 0.0 0.0012
H -3.1250 0.5126 -4.8120 0.0 0.0 0.0 0.0000
H -1.2067 1.7911 -3.9516 0.0 0.0 0.0 -0.0007
C 0.7522 -1.6943 2.5282 0.0 0.0 0.0 0.0016
C -0.4576 -2.2389 1.7762 0.0 0.0 0.0 0.0044
C -1.7105 -1.4632 2.1636 0.0 0.0 0.0 -0.0072
C -0.6495 -3.7231 2.0697 0.0 0.0 0.0 0.0011
O -0.3187 -2.0638 0.3592 0.0 0.1 0.0 -0.0098
Si 0.9773 -2.2597 -0.6356 0.0 0.0 0.0 0.0654
S 2.1048 -0.5240 -0.9343 0.0 0.0 0.0 0.0548
O 1.8652 -3.4566 0.0632 0.0 0.0 0.0 0.0066
C 3.1894 -3.9401 -0.1944 0.0 0.0 0.0 0.0043
C 3.1917 -5.3965 0.2524 0.0 0.0 0.0 -0.0003
C 3.5335 -3.8415 -1.6770 0.0 0.0 0.0 0.0008
C 4.1732 -3.1302 0.6432 0.0 0.0 0.0 0.0006
O 0.4183 -2.7055 -2.1034 0.0 0.0 0.0 -0.0007
C -0.5288 -3.7063 -2.4969 0.0 0.0 0.0 -0.0005
C -1.9276 -3.1263 -2.3488 0.0 0.0 0.0 0.0016
C -0.3780 -4.9730 -1.6613 0.0 0.0 0.0 0.0003
C -0.2270 -4.0004 -3.9603 0.0 0.0 0.0 0.0002
H 0.6004 -1.8125 3.6033 0.0 0.0 0.0 -0.0001
H 0.8920 -0.6326 2.3207 0.0 0.0 0.0 0.0019
H 1.6573 -2.2302 2.2426 0.0 0.0 0.0 -0.0006
H -1.9276 -1.5860 3.2264 0.0 0.0 0.0 -0.0001
H -2.5634 -1.8179 1.5820 0.0 0.0 0.0 0.0008
H -1.5661 -0.4012 1.9612 0.0 0.0 0.0 0.0031
H -0.8057 -3.8814 3.1389 0.0 0.0 0.0 -0.0001
H 0.2286 -4.2852 1.7523 0.0 0.0 0.0 0.0002
H -1.5228 -4.1000 1.5333 0.0 0.0 0.0 -0.0002
H 2.4766 -5.9748 -0.3343 0.0 0.0 0.0 -0.0002
H 2.9092 -5.4642 1.3043 0.0 0.0 0.0 -0.0001
H 4.1831 -5.8357 0.1277 0.0 0.0 0.0 0.0002
H 2.8120 -4.3992 -2.2758 0.0 0.0 0.0 -0.0001
H 4.5281 -4.2548 -1.8555 0.0 0.0 0.0 -0.0002
H 3.5260 -2.8030 -2.0114 0.0 0.0 0.0 -0.0004
H 3.9194 -3.2155 1.7017 0.0 0.0 0.0 -0.0001
H 4.1361 -2.0782 0.3603 0.0 0.0 0.0 -0.0003
H 5.1901 -3.5020 0.5002 0.0 0.0 0.0 -0.0001
H -2.1221 -2.8719 -1.3063 0.0 0.0 0.0 0.0003
H -2.6788 -3.8432 -2.6893 0.0 0.0 0.0 0.0001
H -2.0131 -2.2158 -2.9411 0.0 0.0 0.0 -0.0011
H -0.5733 -4.7715 -0.6072 0.0 0.0 0.0 0.0000
H 0.6313 -5.3763 -1.7519 0.0 0.0 0.0 0.0000
H -1.0860 -5.7292 -2.0063 0.0 0.0 0.0 0.0000
H -0.2906 -3.0798 -4.5412 0.0 0.0 0.0 -0.0001
H -0.9388 -4.7237 -4.3629 0.0 0.0 0.0 0.0000
H 0.7813 -4.4049 -4.0649 0.0 0.0 0.0 0.0000
O -0.8820 1.7380 3.7958 0.0 0.0 0.0 -0.0006
C -0.7986 2.2052 2.5673 0.1 0.2 0.0 0.0087
O -0.0472 1.7168 1.7491 -0.1 -0.2 0.1 -0.0097
C -1.7009 3.3913 2.2756 0.0 0.0 0.0 0.0004
N -2.2409 3.9304 3.5378 0.0 0.0 0.0 -0.0001
C -3.7098 4.0748 3.4066 0.0 0.0 0.0 0.0000
C -3.9848 3.9845 1.9101 0.0 0.0 0.0 0.0000
C -2.9353 2.9756 1.4549 0.0 0.0 0.0 -0.0038
H -1.1060 4.1238 1.7243 0.0 0.0 0.0 0.0003
H -1.8080 4.8145 3.7629 0.0 0.0 0.0 -0.0001
H -1.4794 2.3817 4.2554 0.0 0.0 0.0 -0.0006
H -4.0410 5.0068 3.8618 0.0 0.0 0.0 0.0000
H -4.2028 3.2544 3.9331 0.0 0.0 0.0 0.0000
H -3.8086 4.9510 1.4318 0.0 0.0 0.0 0.0001
H -5.0015 3.6692 1.6808 0.0 0.0 0.0 0.0000
H -2.7405 2.9797 0.3860 0.0 0.0 0.0 0.0043
H -3.2478 1.9643 1.7307 0.0 0.0 0.0 0.0005
```
Forces are in eV/Å.

- <S²> = 2.008
- 2S+1 = 3
- total charge = 0
- HOMO-LUMO gap (alpha / beta) (eV) = 7.01 / 7.60
- F_max (eV/Å) = 0.23
- ΔE to the lowest compared entry with this formula, charge and spin (kJ/mol) = 12.9